Record 1
# C50H95N3O22

A 11-piece molecular cluster, C50H95N3O22 overall (ωB97M-V/def2-TZVPD, the Open Molecules 2025 dataset).

Cartesian coordinates (Å):
O -1.111412 4.785336 3.260205
N 0.077181 4.540274 3.218595
O 0.700756 4.385075 2.182403
C 0.797714 4.277861 4.466168
C 2.066978 3.726716 4.431164
C 2.719869 3.472863 5.614104
C 2.115412 3.816906 6.819148
C 0.793197 4.248144 6.856983
C 0.128335 4.520287 5.665860
H 2.430832 3.437164 3.452630
H 3.740325 3.115660 5.587727
H 2.573521 3.664116 7.788009
H 0.344950 4.465875 7.815984
H -0.868278 4.927655 5.570824
O -1.132470 -2.053402 -4.944442
N -0.381818 -2.887140 -5.417234
O -0.688076 -3.642524 -6.323212
C 0.940632 -3.033448 -4.836582
C 1.769107 -4.100859 -5.168098
C 3.050406 -4.173348 -4.626408
C 3.448880 -3.271392 -3.660222
C 2.643784 -2.175321 -3.341271
C 1.406612 -2.076752 -3.935268
H 1.432021 -4.866208 -5.853388
H 3.644586 -5.023705 -4.931931
H 4.385829 -3.390672 -3.130600
H 3.051388 -1.484144 -2.616519
H 0.729937 -1.278997 -3.646472
O 0.681212 2.681484 -0.105453
N 0.692833 1.592626 0.432569
O 1.324585 1.372774 1.457830
C -0.165640 0.560718 -0.147428
C -0.084107 -0.756060 0.349211
C -0.732132 -1.792911 -0.328168
C -1.350265 -1.506330 -1.542432
C -1.422524 -0.219037 -1.995634
C -0.900906 0.843019 -1.285254
H 0.534336 -0.975480 1.208765
H -0.585252 -2.784101 0.083218
H -1.774562 -2.313653 -2.126796
H -1.992426 0.007325 -2.888119
H -0.997167 1.822839 -1.731432
C -3.113533 -0.074495 -7.130523
O -3.118372 1.251105 -6.617477
C -1.911487 1.535255 -5.910537
C -1.815990 2.994878 -5.457462
O -1.573964 2.984500 -4.065216
C -1.784509 4.239196 -3.440380
H -2.381078 -0.087852 -7.949354
H -4.109325 -0.233032 -7.534778
H -2.810328 -0.773832 -6.347919
H -1.102317 1.249517 -6.599402
H -1.843728 0.793773 -5.106535
H -2.766780 3.473781 -5.706875
H -0.968527 3.475387 -5.955071
H -1.997202 4.061154 -2.387856
H -2.613484 4.795630 -3.885738
H -0.874273 4.839218 -3.538804
C 2.669978 -7.104581 4.394260
O 2.930428 -5.761752 4.134241
C 2.717706 -5.311275 2.821341
C 1.278054 -4.874156 2.589671
O 0.890934 -3.888341 3.511070
C -0.508704 -3.687483 3.555584
H 2.879841 -7.338091 5.434761
H 3.325012 -7.782965 3.824326
H 1.665731 -7.451400 4.126029
H 2.941468 -6.090542 2.081934
H 3.413184 -4.488959 2.671527
H 0.627143 -5.747442 2.729483
H 1.213056 -4.500910 1.557683
H -1.039241 -3.588456 2.606349
H -0.721704 -2.896724 4.267920
H -0.899863 -4.601317 4.029296
C 4.790307 -5.642716 -0.495049
O 4.758733 -4.712352 0.546413
C 5.840095 -3.812329 0.556430
C 5.519294 -2.589466 1.384252
O 4.642790 -1.685106 0.747857
C 3.284715 -2.050342 0.686885
H 5.666747 -6.305008 -0.429134
H 4.820954 -5.122869 -1.462758
H 3.920411 -6.298990 -0.458753
H 6.153137 -3.456906 -0.433015
H 6.720448 -4.303655 0.993250
H 6.430066 -2.003720 1.531591
H 5.140060 -2.787932 2.394588
H 2.664377 -1.235425 0.328007
H 2.882899 -2.402818 1.646940
H 3.192781 -2.924857 0.031606
C -0.862852 -0.634578 6.245996
O -0.345981 -0.591398 4.939894
C -0.434743 0.692674 4.362250
C -1.745285 1.002113 3.627547
O -2.817242 1.157128 4.545898
C -3.011444 2.453113 5.061673
H -0.950157 -1.668646 6.582552
H -1.883602 -0.240788 6.299577
H -0.278540 -0.083454 6.991033
H 0.376374 0.711136 3.632045
H -0.256270 1.498085 5.084264
H -1.978514 0.082631 3.082069
H -1.684236 1.826082 2.912433
H -3.924531 2.436508 5.659391
H -3.140882 3.290583 4.371375
H -2.197376 2.672071 5.762907
C -0.748299 11.032992 -1.784228
O 0.044883 9.882416 -1.918183
C -0.740373 8.754408 -2.236591
C 0.192165 7.556841 -2.401579
O 0.520456 7.097812 -1.123265
C 1.306306 5.941702 -1.081187
H -1.353161 11.242796 -2.674441
H -0.078045 11.889737 -1.707402
H -1.405589 11.025248 -0.911083
H -1.298338 8.877456 -3.173779
H -1.494273 8.570155 -1.466202
H 1.087283 7.889683 -2.942427
H -0.304017 6.784506 -3.001801
H 0.854353 5.074589 -1.579916
H 1.532412 5.625196 -0.065613
H 2.263180 6.126171 -1.592449
C 5.643419 4.559821 -1.539133
O 4.926380 3.624619 -2.341965
C 3.748514 3.132921 -1.724872
C 2.743874 2.803127 -2.836177
O 3.020862 1.516420 -3.377624
C 2.602299 1.330406 -4.695842
H 5.451868 4.410481 -0.477082
H 5.306969 5.558479 -1.842218
H 6.694697 4.484137 -1.808298
H 3.372784 3.860030 -1.005305
H 3.988920 2.167479 -1.265600
H 2.956536 3.586257 -3.573718
H 1.682623 2.759616 -2.580563
H 2.830066 2.168449 -5.368171
H 1.533005 1.102890 -4.771254
H 3.197829 0.521098 -5.125612
C -3.846505 -0.450345 0.821256
O -4.854585 0.431340 1.255311
C -5.942093 -0.235056 1.864370
C -7.170973 0.642353 1.680433
O -7.447095 0.866874 0.316405
C -8.400566 1.871638 0.088129
H -3.074831 0.180641 0.381349
H -4.140587 -1.121252 0.003499
H -3.467722 -1.062589 1.644833
H -5.834768 -0.335298 2.948315
H -6.112674 -1.196652 1.372937
H -6.967918 1.598604 2.175893
H -8.019717 0.152522 2.172894
H -8.430364 1.934783 -1.001741
H -8.095608 2.870277 0.419539
H -9.411643 1.673676 0.453204
C -2.381316 -8.899708 0.232024
O -1.363010 -8.242055 0.917769
C -0.663081 -7.288017 0.153524
C -1.505801 -6.102442 -0.307943
O -1.893687 -5.318055 0.778280
C -3.104378 -4.593762 0.581057
H -3.302224 -8.323538 0.073143
H -2.663992 -9.764812 0.832983
H -2.116830 -9.273684 -0.766994
H -0.242839 -7.797732 -0.721771
H 0.169308 -6.903266 0.741810
H -2.380488 -6.503672 -0.844936
H -0.988552 -5.522581 -1.085986
H -3.296452 -3.976533 1.454256
H -3.872573 -5.375310 0.598880
H -3.184921 -4.032009 -0.349754

Forces on atoms 1 to 6 (eV/Å):
O -0.075 0.306 0.292
N 0.252 -0.873 -0.855
O -0.058 0.386 0.286
C -0.330 0.038 1.153
C -0.618 -0.197 -0.921
C 0.481 0.558 0.443

Calculated values
LUMO level = -0.77 eV
Maximum force = 0.03562 hartree/bohr
Energy above the lowest of the compared OMol25 structures with the same formula, charge and spin = 24.1 kcal per mole
SMILES string = O=[N+]([O-])c1ccccc1.O=[N+]([O-])c1ccccc1.O=[N+]([O-])c1ccccc1.COCCOC.COCCOC.COCCOC.COCCOC.COCCOC.COCCOC.COCCOC.COCCOC
Energy = -3781.026779 hartree

Record 2
# C10H35FN13O7

C10H35FN13O7 as an isolated structure (ωB97M-V/def2-TZVPD, the Open Molecules 2025 dataset).

Cartesian coordinates (Å):
F -0.092983 -0.708690 -0.442098
C 1.383537 5.046190 0.875012
C 0.174327 4.525960 1.679392
C 0.169597 3.006840 2.160112
O 0.078627 2.125770 1.052992
C -0.082453 0.721610 1.445732
N -0.150763 5.504760 2.730602
H 1.509767 6.112400 0.686992
H 1.656357 4.527260 -0.043888
H 2.225417 5.128060 1.562502
H -0.653033 4.585390 0.972252
H -0.601953 2.909140 2.923822
H 1.109707 2.755260 2.651042
H -0.875293 0.456480 2.145162
H 0.802737 0.290870 1.913722
H -0.249923 0.048450 0.604942
H -1.084523 5.302090 3.057892
H 0.376447 5.232180 3.547822
C -1.251133 -1.196970 2.048522
O -1.825033 -1.113220 3.132612
N 0.045927 -1.060360 1.747622
N -1.907323 -1.396690 0.968832
H 0.840677 -1.099280 2.369692
H 0.157457 -0.776190 0.784862
H -2.898103 -1.592710 0.967002
H -1.295923 -1.540270 0.177832
C 2.380777 0.455460 0.682852
O 3.197357 1.031040 1.341982
N 1.663467 -0.594310 1.184392
N 2.129387 0.678460 -0.510208
H 1.646177 -0.739670 2.183722
H 0.961987 -0.950730 0.551142
H 1.621687 -0.018910 -1.035588
H 2.584467 1.489070 -0.905068
C 1.462597 -1.417990 -2.635208
O 2.223497 -1.811580 -3.449298
N 1.801367 -1.134540 -1.396898
N 0.179937 -1.132850 -2.688658
H 1.017307 -1.007060 -0.773098
H 2.758947 -1.199740 -1.082458
H -0.329113 -0.960680 -1.833478
H -0.161153 -1.513590 -3.559748
C 0.404847 -3.782110 -0.500668
O -0.641803 -4.321550 -0.215528
N 0.798257 -2.614640 -0.118398
N 1.354857 -4.277930 -1.288828
H -0.035833 -2.083720 0.087802
H 1.519277 -2.197050 -0.689238
H 2.309567 -3.950170 -1.254268
H 1.062697 -4.964020 -1.970028
C -2.367703 -2.596690 -1.590398
O -3.033643 -3.624790 -1.584768
N -1.328793 -2.311500 -0.885198
N -2.823373 -1.672210 -2.338598
H -0.835133 -3.065990 -0.430078
H -0.857963 -1.419030 -0.928908
H -3.619953 -1.813550 -2.943228
H -2.521463 -0.761960 -2.021748
C -1.871883 1.248930 -1.174848
O -2.838283 2.011220 -1.370498
N -0.712613 1.224660 -1.780508
N -1.947613 0.242550 -0.397748
H -0.693953 1.596650 -2.719318
H -0.114713 0.490900 -1.428078
H -2.819973 -0.057750 0.013242
H -1.085613 -0.266930 -0.265528

Forces on atoms 1 to 6 (eV/Å):
F 7.754 3.276 -3.332
C 1.287 0.106 1.195
C -0.734 -0.111 -1.371
C 1.271 0.957 -0.979
O -1.156 0.405 0.405
C -1.363 7.200 1.640

Calculated values
LUMO level = 2.52 eV
Maximum force = 0.34923 hartree/bohr
Energy above the lowest of the compared OMol25 structures with the same formula, charge and spin = 1096.1 kcal per mole
Energy = -1739.010206 hartree
Total charge = -1